No. 1
C92H216ClN3O3P5 | ωB97M-V with the def2-TZVPD basis set

The geometry in XYZ format:
```
320
Properties=species:S:1:pos:R:3
C -26.50 19.85 20.66
C -25.31 19.98 21.54
C -25.48 20.75 22.85
C -25.54 22.23 22.60
P -25.94 23.18 24.04
C -24.69 22.73 25.30
C -23.20 22.93 24.94
C -22.33 22.57 26.17
C -20.89 22.90 26.05
C -25.90 24.95 23.77
C -26.27 25.82 24.96
C -26.42 27.34 24.50
C -27.53 27.62 23.44
C -27.52 22.50 24.64
C -28.59 22.42 23.56
C -29.77 21.60 24.03
C -29.42 20.13 24.38
H -26.20 19.29 19.76
H -27.03 20.76 20.32
H -27.31 19.30 21.10
H -24.48 20.46 20.93
H -24.93 18.99 21.80
H -24.65 20.48 23.55
H -26.34 20.38 23.38
H -26.26 22.49 21.83
H -24.58 22.58 22.22
H -25.07 21.74 25.54
H -24.96 23.31 26.22
H -22.87 23.93 24.70
H -22.93 22.29 24.09
H -22.49 21.53 26.40
H -22.66 23.23 27.05
H -20.36 22.44 26.90
H -20.66 23.96 26.04
H -20.44 22.43 25.18
H -26.62 25.19 23.00
H -24.93 25.04 23.30
H -25.45 25.87 25.68
H -27.24 25.49 25.33
H -25.48 27.78 24.21
H -26.68 27.91 25.39
H -27.96 28.62 23.69
H -28.34 26.96 23.33
H -27.13 27.67 22.39
H -27.95 22.95 25.56
H -27.35 21.45 24.94
H -28.23 21.92 22.68
H -28.99 23.42 23.22
H -30.45 21.61 23.16
H -30.26 22.19 24.82
H -28.68 20.09 25.20
H -29.05 19.64 23.51
H -30.33 19.62 24.73
C -8.33 18.02 19.10
C -9.82 17.79 18.90
C -10.66 19.03 18.88
C -12.11 18.67 18.75
P -13.12 20.17 18.96
C -12.64 20.80 20.54
C -13.49 21.87 21.12
C -14.63 21.45 22.05
C -15.55 22.57 22.54
C -12.85 21.39 17.70
C -12.93 20.80 16.28
C -12.33 21.82 15.21
C -11.01 22.49 15.53
C -14.83 19.67 19.15
C -15.49 19.01 17.94
C -16.85 18.32 18.25
C -17.89 19.17 18.87
H -7.94 18.54 18.22
H -7.84 17.04 19.22
H -8.11 18.60 19.95
H -10.13 17.13 19.71
H -9.97 17.27 17.96
H -10.44 19.72 18.05
H -10.50 19.61 19.80
H -12.51 17.98 19.50
H -12.37 18.16 17.81
H -11.57 21.13 20.52
H -12.66 19.88 21.20
H -14.01 22.43 20.29
H -12.89 22.65 21.56
H -14.19 20.92 22.92
H -15.32 20.82 21.50
H -16.07 23.02 21.68
H -15.05 23.31 23.15
H -16.32 22.09 23.19
H -11.79 21.67 17.89
H -13.43 22.29 17.71
H -13.99 20.55 16.05
H -12.39 19.88 16.34
H -13.10 22.56 15.07
H -12.27 21.27 14.27
H -10.53 22.90 14.63
H -10.24 21.79 15.94
H -11.11 23.34 16.24
H -15.39 20.60 19.36
H -14.93 19.00 19.96
H -14.80 18.25 17.52
H -15.53 19.74 17.10
H -16.82 17.38 18.84
H -17.35 17.99 17.29
H -18.87 18.69 18.76
H -17.94 20.16 18.41
H -17.72 19.43 19.90
C -20.88 24.16 30.92
C -22.27 24.03 30.30
C -23.16 22.94 30.84
C -24.46 22.86 29.98
P -25.76 21.93 30.77
C -24.86 20.50 31.45
C -25.61 19.20 31.94
C -24.59 18.32 32.59
C -25.18 17.16 33.41
C -26.60 22.95 32.04
C -27.02 22.23 33.33
C -25.92 21.76 34.22
C -25.29 22.98 34.97
C -26.75 21.51 29.39
C -28.08 20.65 29.79
C -28.73 20.36 28.50
C -30.05 19.59 28.65
H -20.92 24.20 32.02
H -20.37 25.09 30.61
H -20.19 23.28 30.80
H -22.19 23.93 29.21
H -22.74 25.01 30.45
H -23.54 23.21 31.84
H -22.76 21.95 30.87
H -24.26 22.47 28.98
H -24.79 23.89 29.90
H -24.18 20.82 32.23
H -24.22 20.30 30.58
H -26.12 18.64 31.16
H -26.38 19.57 32.58
H -23.99 18.81 33.32
H -23.90 17.86 31.87
H -25.75 16.47 32.79
H -25.84 17.57 34.19
H -24.45 16.65 34.04
H -27.45 23.44 31.53
H -25.87 23.76 32.24
H -27.65 21.38 33.00
H -27.62 22.99 33.79
H -25.07 21.30 33.74
H -26.48 21.10 34.88
H -25.90 23.31 35.82
H -25.29 23.90 34.36
H -24.26 22.75 35.24
H -26.09 20.93 28.72
H -27.00 22.46 28.89
H -28.78 21.16 30.47
H -27.76 19.69 30.30
H -28.08 19.79 27.81
H -28.84 21.33 27.99
H -30.73 19.97 29.39
H -29.73 18.61 29.03
H -30.58 19.47 27.72
C -8.36 20.00 23.27
C -9.54 20.97 23.45
C -9.64 21.63 24.83
C -10.92 22.48 24.84
P -11.58 22.94 26.44
C -10.50 24.18 27.19
C -10.61 24.18 28.69
C -9.95 25.36 29.41
C -8.46 25.23 29.41
C -13.23 23.59 26.20
C -14.05 23.55 27.47
C -15.54 23.61 27.06
C -16.52 24.18 28.10
C -11.61 21.38 27.52
C -12.35 20.21 26.91
C -12.72 19.10 27.96
C -11.47 18.53 28.63
H -8.37 19.27 24.10
H -7.38 20.51 23.23
H -8.56 19.54 22.30
H -10.42 20.35 23.33
H -9.29 21.76 22.77
H -8.74 22.25 25.02
H -9.61 20.86 25.59
H -11.75 22.02 24.26
H -10.78 23.45 24.31
H -10.79 25.15 26.79
H -9.49 23.95 26.91
H -10.03 23.26 28.97
H -11.61 24.14 29.14
H -10.35 25.44 30.40
H -10.31 26.24 28.85
H -8.19 24.21 29.75
H -8.03 25.99 30.09
H -7.97 25.47 28.46
H -13.66 22.97 25.41
H -13.20 24.61 25.80
H -13.77 24.46 28.06
H -13.83 22.67 28.13
H -15.88 22.61 26.79
H -15.69 24.18 26.12
H -17.45 24.52 27.59
H -16.19 25.05 28.68
H -16.88 23.37 28.76
H -12.06 21.72 28.52
H -10.54 21.23 27.74
H -11.73 19.84 26.09
H -13.29 20.50 26.43
H -13.22 18.21 27.52
H -13.41 19.51 28.72
H -10.81 18.12 27.89
H -11.63 17.77 29.37
H -10.86 19.26 29.14
C -13.57 13.86 27.37
C -14.42 14.79 26.54
C -15.33 14.03 25.53
C -16.25 15.13 24.97
P -17.07 14.68 23.43
C -15.88 14.18 22.08
C -16.52 13.94 20.72
C -15.41 13.66 19.65
C -14.39 14.74 19.50
C -18.37 13.49 23.83
C -18.02 12.00 23.72
C -19.23 11.11 23.95
C -20.12 11.18 22.71
C -17.93 16.17 22.69
C -18.88 16.90 23.69
C -19.39 18.20 23.08
C -20.24 18.97 24.05
H -14.28 13.16 27.76
H -13.09 14.50 28.11
H -12.78 13.31 26.88
H -13.74 15.50 26.03
H -15.06 15.42 27.21
H -15.84 13.22 26.02
H -14.67 13.69 24.74
H -15.56 15.98 24.83
H -16.95 15.56 25.66
H -15.30 13.34 22.38
H -15.16 15.04 22.01
H -17.12 14.81 20.43
H -17.22 13.09 20.77
H -15.92 13.48 18.71
H -14.90 12.80 20.04
H -13.62 14.74 20.26
H -14.92 15.72 19.48
H -13.79 14.68 18.59
H -19.26 13.68 23.22
H -18.66 13.68 24.89
H -17.26 11.77 24.48
H -17.59 11.71 22.76
H -19.69 11.44 24.88
H -18.79 10.10 24.07
H -20.52 12.16 22.59
H -20.98 10.51 22.88
H -19.49 11.00 21.83
H -18.51 15.88 21.79
H -17.19 16.88 22.33
H -18.29 17.08 24.63
H -19.73 16.24 23.84
H -19.95 18.02 22.18
H -18.52 18.82 22.86
H -19.63 19.34 24.91
H -21.10 18.38 24.43
H -20.56 19.83 23.46
C -18.23 19.53 30.16
C -18.44 19.55 28.66
C -17.04 19.54 27.96
O -17.17 19.48 26.50
C -16.09 18.85 25.79
N -19.29 18.46 28.16
H -19.64 18.58 27.24
H -18.84 17.45 27.97
H -20.07 18.21 28.76
H -17.45 20.23 30.47
H -18.03 18.54 30.59
H -19.12 19.87 30.67
H -18.95 20.50 28.41
H -16.47 18.66 28.31
H -16.56 20.45 28.36
H -15.09 19.13 26.09
H -16.19 19.17 24.74
H -16.20 17.76 25.87
C -19.25 13.23 33.01
C -19.17 13.49 31.50
C -20.08 14.63 30.97
O -19.74 15.82 31.69
C -20.77 16.30 32.62
N -17.79 13.95 31.18
H -17.09 13.22 31.43
H -17.67 14.12 30.21
H -17.69 14.81 31.76
H -20.25 12.87 33.29
H -19.19 14.21 33.52
H -18.45 12.63 33.41
H -19.25 12.57 30.92
H -21.15 14.38 31.16
H -19.89 14.76 29.94
H -20.51 17.30 32.90
H -20.76 15.70 33.52
H -21.72 16.31 32.14
C -16.68 23.46 35.45
C -16.31 23.34 36.89
C -14.84 22.97 36.97
O -14.46 23.07 38.31
C -13.23 22.28 38.59
N -16.47 24.57 37.72
H -16.01 24.41 38.63
H -15.89 25.36 37.39
H -17.46 24.86 37.75
H -15.91 24.00 34.89
H -17.66 23.89 35.23
H -16.68 22.46 34.95
H -16.96 22.59 37.36
H -14.17 23.75 36.38
H -14.67 21.98 36.58
H -12.41 22.75 38.07
H -13.36 21.31 38.16
H -13.07 22.28 39.65
Cl -18.90 15.75 27.49
```

Results
molar mass: 1603.1 g mol⁻¹
orbital gap: 9.27 eV
LUMO energy: -0.40518 Ha
net charge: +7
max |F|: 0.0573 hartree/bohr

=====

No. 2
C6H10O | ωB97M-V with the def2-TZVPD basis set

The geometry in XYZ format:
```
17
Properties=species:S:1:pos:R:3
C 2.44 -0.44 0.16
C 1.83 -1.48 -0.41
C 0.57 1.35 -0.61
C -0.62 1.32 0.33
C -1.98 0.81 -0.19
C -1.57 -0.50 0.49
O -0.43 0.12 1.12
H 2.17 -0.10 1.15
H 3.25 0.08 -0.34
H 2.12 -1.85 -1.39
H 1.03 -2.02 0.11
H 0.31 0.65 -1.44
H -0.66 2.21 0.97
H -2.84 1.30 0.28
H -2.11 0.79 -1.27
H -2.26 -0.92 1.23
H -1.26 -1.30 -0.20
```

Results
molar mass: 98.1 g mol⁻¹
orbital gap (spin up / spin down): 8.03 / 8.10 eV
LUMO energy (spin up / spin down): -0.01819 / -0.01861 Ha
max |F|: 0.0074 hartree/bohr

=====

No. 3
C24H42NP3PbSe | ωB97M-V with the def2-TZVPD basis set

The geometry in XYZ format:
```
72
Properties=species:S:1:pos:R:3
Pb -0.45 -1.73 1.27
P 2.24 -0.71 0.52
P 0.93 2.49 0.04
P 0.90 0.37 -2.47
H -5.71 -5.56 -1.87
C -4.99 -6.15 -2.45
C -3.78 -6.45 -1.93
H -3.54 -6.32 -0.86
C 2.52 -1.21 2.28
C 3.76 0.34 0.38
C 2.88 -2.22 -0.32
C -0.47 3.63 -0.29
C 1.25 3.05 1.77
C 2.27 3.42 -0.81
C 0.38 -1.04 -3.53
C 2.64 0.53 -3.05
C 0.10 1.72 -3.45
H -5.39 -6.47 -3.42
H -3.00 -6.91 -2.56
H 1.76 -1.89 2.69
H 2.55 -0.31 2.91
H 3.49 -1.71 2.33
H 3.71 1.21 1.04
H 3.93 0.67 -0.66
H 4.60 -0.30 0.69
H 2.18 -3.05 -0.18
H 3.85 -2.46 0.15
H 3.03 -2.03 -1.39
H -0.11 4.66 -0.13
H -1.29 3.41 0.41
H -0.83 3.52 -1.32
H 1.69 4.06 1.78
H 1.91 2.37 2.31
H 0.28 3.07 2.29
H 2.28 4.40 -0.34
H 2.07 3.51 -1.88
H 3.24 2.91 -0.67
H 0.55 -0.79 -4.58
H -0.69 -1.26 -3.39
H 0.95 -1.93 -3.28
H 2.62 0.51 -4.15
H 3.24 -0.32 -2.68
H 3.10 1.47 -2.71
H 0.40 1.60 -4.51
H 0.40 2.72 -3.13
H -0.99 1.63 -3.38
C -3.50 -0.87 -1.58
C -3.53 -2.23 -1.26
C -4.21 -3.09 -2.11
C -4.96 -2.61 -3.18
C -4.96 -1.24 -3.48
C -4.15 -0.39 -2.73
Se -2.40 0.37 -0.59
H -1.33 -0.01 -1.66
H -3.03 -2.58 -0.35
H -4.20 -4.16 -1.92
H -5.56 -3.31 -3.79
H -5.58 -0.84 -4.27
H -4.02 0.65 -3.01
N -0.61 -0.05 2.85
C -0.20 0.62 3.72
C 0.37 1.31 4.79
C 1.46 0.74 5.46
C 2.08 1.45 6.49
C 1.59 2.71 6.85
C 0.48 3.26 6.20
C -0.13 2.57 5.16
H 1.81 -0.25 5.17
H 2.93 1.01 7.00
H 2.07 3.26 7.66
H 0.09 4.24 6.49
H -0.98 2.98 4.62
```

Results
molar mass: 723.7 g mol⁻¹
orbital gap (spin up / spin down): 3.76 / 5.30 eV
LUMO energy (spin up / spin down): -0.55623 / -0.49437 Ha
net charge: +4
max |F|: 0.0692 hartree/bohr

=====

No. 4
C3H6N2OS | ωB97M-V with the def2-TZVPD basis set

The geometry in XYZ format:
```
13
Properties=species:S:1:pos:R:3
C -1.27 -0.35 1.67
C 0.52 0.53 -1.66
C 1.01 -0.19 0.53
H -2.63 -0.39 1.34
H -1.28 0.35 2.67
H -1.08 -1.51 1.92
H 0.64 1.67 -1.69
H 0.75 0.06 -2.61
H 1.16 -0.76 2.32
N -0.33 0.35 0.67
N 1.65 -0.89 1.29
O 1.36 -0.19 -0.76
S -1.20 0.37 -0.93
```

Results
molar mass: 118.2 g mol⁻¹
orbital gap: 8.99 eV
LUMO energy: 0.01155 Ha
max |F|: 0.1309 hartree/bohr

=====

No. 5
C5H11NO | ωB97M-V with the def2-TZVPD basis set

The geometry in XYZ format:
```
18
Properties=species:S:1:pos:R:3
C -1.01 -1.22 0.82
N -1.00 0.26 0.39
C -1.14 0.93 -0.91
C 0.35 1.30 -1.57
C 1.00 0.59 -0.33
O 2.05 -0.08 -0.48
C 0.18 -1.58 1.83
H -0.95 -1.86 -0.10
H -2.03 -1.40 1.25
H -1.57 0.78 1.07
H -1.63 0.25 -1.59
H -1.58 1.96 -0.99
H 0.35 2.36 -1.64
H 0.48 0.68 -2.47
H 1.14 1.40 0.38
H -0.03 -1.01 2.72
H 0.96 -1.08 1.24
H 0.26 -2.66 2.00
```

Results
SMILES string: CCNCCC=O
molar mass: 101.1 g mol⁻¹
orbital gap: 9.09 eV
LUMO energy: 0.02878 Ha
max |F|: 0.1532 hartree/bohr

=====

No. 6
C2H3NO3 | ωB97M-V with the def2-TZVPD basis set

The geometry in XYZ format:
```
9
Properties=species:S:1:pos:R:3
C 0.94 -0.65 -0.07
C 0.01 0.26 -0.08
N -1.37 -0.22 -0.04
O -1.54 -1.41 0.11
O -2.26 0.58 -0.10
O 0.16 1.64 0.11
H 1.98 -0.22 -0.04
H 0.90 -1.70 -0.19
H 1.18 1.71 0.28
```

Results
SMILES string: C=C(O)[N+](=O)[O-]
molar mass: 89.0 g mol⁻¹
orbital gap: 10.04 eV
LUMO energy: -0.01762 Ha
max |F|: 0.0698 hartree/bohr